# 1
A molecular structure, C20H34Cl8MgO13S, computed with the ωB97M-V functional and the def2-TZVPD basis.

Results
- Charge: 0
- Gap between HOMO and LUMO: 3.79 eV
- E_HOMO: -8.50 eV

Cartesian coordinates (Å):
Mg 0.475 2.997 3.642
S 1.003 1.168 0.589
O 0.625 -0.241 0.385
O 1.792 1.328 1.767
O 1.723 1.824 -0.521
O -0.170 1.922 1.012
C -1.976 -4.987 -5.304
C -0.514 -4.773 -5.568
C 0.160 -4.486 -4.185
O 1.218 -5.403 -4.133
C 1.178 -6.202 -5.130
O 2.051 -6.988 -5.517
O 0.009 -5.948 -5.849
H -2.158 -5.884 -4.713
H -2.527 -5.155 -6.229
H -2.289 -4.131 -4.707
H -0.269 -4.098 -6.388
H -0.408 -4.669 -3.273
H 0.532 -3.464 -4.120
C -1.043 9.077 -1.481
C 0.331 8.577 -0.901
C 1.096 9.619 -0.019
O 1.586 8.756 1.052
C 0.990 7.516 0.929
O 1.118 6.653 1.774
O 0.176 7.472 -0.134
H -1.801 8.317 -1.671
H -0.787 9.599 -2.404
H -1.594 9.630 -0.720
H 1.070 8.277 -1.644
H 0.471 10.406 0.402
H 1.963 9.971 -0.578
C -2.551 -0.971 10.553
C -1.500 -1.434 9.564
C -1.955 -2.504 8.592
O -1.731 -1.915 7.326
C -1.220 -0.740 7.390
O -0.952 -0.061 6.390
O -1.085 -0.351 8.699
H -3.360 -1.698 10.619
H -3.122 -0.131 10.156
H -2.312 -0.749 11.593
H -0.613 -1.808 10.076
H -3.034 -2.528 8.747
H -1.372 -3.400 8.803
Cl 3.472 1.303 -7.306
C 2.462 1.994 -6.029
C 2.883 3.446 -5.754
Cl 2.601 4.496 -7.198
H 2.488 1.276 -5.209
H 1.422 1.953 -6.350
H 3.952 3.610 -5.620
H 2.351 3.862 -4.898
Cl 7.490 -2.256 -0.386
C 5.734 -2.414 -0.519
C 5.360 -3.610 0.453
Cl 5.633 -5.255 -0.151
H 5.397 -2.593 -1.540
H 5.320 -1.428 -0.306
H 4.271 -3.601 0.407
H 5.770 -3.430 1.447
Cl -4.099 -6.518 2.720
C -3.077 -5.190 2.187
C -1.579 -5.589 2.360
Cl -1.184 -7.006 1.346
H -3.403 -4.312 2.745
H -3.261 -5.068 1.120
H -1.506 -5.980 3.375
H -0.834 -4.855 2.051
Cl -3.975 2.874 -3.973
C -3.167 1.823 -2.863
C -3.285 0.302 -3.089
Cl -4.959 -0.005 -2.424
H -3.568 2.043 -1.873
H -2.117 2.077 -3.008
H -2.549 -0.230 -2.486
H -3.265 -0.111 -4.097

Here are the Löwdin charges for atoms 1 to 4, given in e: number 1, Mg, carries 1.25; number 2, S, carries 0.15; number 3, O, carries -0.34; number 4, O, carries -0.37


# 2
A single C11H14O2Se molecule, computed with the ωB97M-V functional and the def2-TZVPD basis.

Results
- Energy relative to the best compared isomer or geometry (same formula, charge and spin): 195.4 kJ/mol
- Charge: 0
- Gap between HOMO and LUMO: 9.15 eV
- E_HOMO: -8.51 eV

Cartesian coordinates (Å):
C 2.228 -2.503 -0.947
C 2.427 -1.689 0.169
C 0.933 -2.439 -1.598
C 1.498 -0.748 0.523
C -0.025 -1.569 -1.152
C 0.248 -0.647 -0.028
C -1.471 0.937 -0.744
C -0.430 1.019 1.698
C -0.975 3.196 -1.324
C -0.945 0.122 0.455
C -1.924 -0.871 1.006
O -0.534 1.980 -1.038
O 0.520 2.015 1.265
Se 0.528 4.284 -1.628
H 3.068 -3.207 -1.278
H 3.406 -1.508 0.646
H 0.829 -3.186 -2.299
H 1.748 -0.001 1.221
H -0.972 -1.616 -1.475
H -1.557 0.237 -1.491
H -2.380 1.458 -0.458
H -1.229 1.607 2.150
H 0.040 0.293 2.302
H 0.166 2.929 1.361
H -2.393 -0.480 1.848
H -1.375 -1.787 1.308
H -2.762 -1.194 0.321
H 1.334 3.368 -0.813

Here are the Löwdin charges for atoms 1 to 4, given in e: number 1, C, carries -0.06; number 2, C, carries -0.09; number 3, C, carries -0.06; number 4, C, carries -0.06


# 3
A single C4H10S2 molecule, computed with the ωB97M-V functional and the def2-TZVPD basis.

Results
- Energy relative to the best compared isomer or geometry (same formula, charge and spin): 268.3 kJ/mol
- Structure (SMILES): CCCSSC
- Charge: 0
- Gap between HOMO and LUMO: 8.60 eV
- E_HOMO: -8.46 eV

Cartesian coordinates (Å):
C 1.627 0.130 -1.380
C 0.339 1.166 -1.468
C -0.209 1.567 -0.106
S -1.438 0.562 0.956
S -0.240 -0.544 2.465
C -1.310 -2.120 1.901
H 1.544 -0.530 -0.474
H 2.626 0.660 -1.501
H 1.644 -0.725 -2.113
H -0.553 0.929 -2.045
H 0.834 2.030 -2.047
H -0.880 2.473 -0.093
H 0.649 1.768 0.364
H -2.385 -1.972 1.722
H -1.203 -2.632 2.901
H -1.045 -2.762 0.920

Here are the Löwdin charges for atoms 1 to 4, given in e: number 1, C, carries -0.10; number 2, C, carries -0.27; number 3, C, carries -0.55; number 4, S, carries 0.48


Q: Which of these has the lowest gap between HOMO and LUMO?
A: C20H34Cl8MgO13S


Q: Which formula does entry 2 have?
A: C11H14O2Se